No. 1
Molecular formula: C36H57N7P2STi
Method: DFT, the ωB97M-V functional and the def2-TZVPD basis

Properties
Calculated total energy in a.u.: -3719.27245
Gap between HOMO and LUMO in Eh: 0.246
LUMO energy in eV: -6.147
Maximum force in Eh/bohr: 0.0087
Energy above the lowest of the compared OMol25 structures with the same formula, charge and spin in eV: 0.0000
Charge: +2

```
104
C36H57N7P2STi | the OMol25 dataset | the ωB97M-V functional and the def2-TZVPD basis
Ti -0.3466 -0.5119 0.1328
C 0.2512 -3.2452 3.6971
C 0.3170 -2.2274 2.6060
N -0.5675 -2.0956 1.6726
N -1.5985 -2.9979 1.7383
C -2.2495 -3.1225 0.6149
N -3.2484 -4.0143 0.5647
S -1.9388 -2.2100 -0.8272
C 1.4595 -1.3062 2.5438
C 2.5068 -1.3707 3.4544
C 3.5980 -0.5282 3.3000
C 3.6071 0.3512 2.2327
C 2.5184 0.3662 1.3794
N 1.4579 -0.4291 1.5163
H -0.7044 -3.7545 3.6930
H 0.4037 -2.7662 4.6656
H 1.0447 -3.9855 3.5694
H -3.4148 -4.6103 1.3593
H -3.7739 -4.1553 -0.2781
H 2.4831 -2.0859 4.2625
H 4.4240 -0.5698 3.9968
H 4.4322 1.0256 2.0524
H 2.4967 1.0485 0.5454
C 2.6594 1.7219 -3.7832
C 2.4544 0.7171 -2.6418
C 3.7361 0.5287 -1.8358
P 0.9642 1.0403 -1.6044
C 0.7966 2.8357 -1.1900
C 0.0382 3.6480 -2.2399
C 2.0940 3.5367 -0.7892
C -0.4370 0.5720 -2.6447
C -0.3607 0.1935 -3.9899
C -1.4962 -0.2276 -4.6537
C -2.7154 -0.3010 -3.9785
C -2.7996 0.0311 -2.6425
C -1.6590 0.4830 -1.9693
N -1.6478 0.7375 -0.5703
C -2.7234 1.4668 -0.0205
C -3.6310 2.1962 -0.7893
C -4.6954 2.8350 -0.1707
C -4.8714 2.7740 1.2058
C -3.9304 2.1147 1.9770
C -2.8573 1.4658 1.3714
P -1.3476 0.9695 2.1883
C -0.6533 2.6341 2.7141
C 0.8448 2.6036 2.9668
C -1.0733 3.8504 1.8889
C -1.7159 0.0932 3.7779
C -3.0256 -0.6932 3.6317
C -1.7416 0.9385 5.0500
H 3.3192 1.2804 -4.5316
H 3.1399 2.6358 -3.4400
H 1.7319 2.0003 -4.2833
H 2.2030 -0.2561 -3.0679
H 4.0497 1.4462 -1.3339
H 4.5435 0.2447 -2.5124
H 3.6411 -0.2628 -1.0896
H 0.1719 2.7795 -0.2995
H 0.6022 3.7248 -3.1700
H -0.1213 4.6603 -1.8645
H -0.9366 3.2184 -2.4696
H 2.7522 3.7055 -1.6379
H 2.6663 3.0116 -0.0217
H 1.8408 4.5158 -0.3793
H 0.5801 0.2394 -4.5203
H -1.4404 -0.4967 -5.6998
H -3.6005 -0.6355 -4.5026
H -3.7362 -0.0679 -2.1127
H -3.5317 2.2644 -1.8637
H -5.3994 3.3860 -0.7800
H -5.7155 3.2630 1.6714
H -4.0233 2.1206 3.0556
H -1.1436 2.7642 3.6822
H 1.3917 2.5564 2.0271
H 1.1475 1.7542 3.5863
H 1.1548 3.5159 3.4778
H -0.7073 3.8482 0.8638
H -0.6722 4.7411 2.3757
H -2.1538 3.9587 1.8459
H -0.8926 -0.6170 3.8882
H -3.8804 -0.0238 3.7133
H -3.1056 -1.4269 4.4345
H -3.0992 -1.2248 2.6861
H -2.5188 1.7043 5.0187
H -0.7878 1.4217 5.2642
H -1.9713 0.2844 5.8923
C 3.1961 -3.5251 -2.1021
C 1.7810 -3.4294 -2.6605
C 0.9615 -4.6663 -2.2983
C 1.8205 -3.2588 -4.1769
N 1.1546 -2.1698 -2.1678
N 1.0132 -2.1037 -0.7456
H 3.7393 -4.3261 -2.6025
H 3.2073 -3.7616 -1.0347
H 3.7432 -2.5948 -2.2675
H 1.4601 -5.5632 -2.6648
H -0.0325 -4.6238 -2.7471
H 0.8430 -4.8020 -1.2193
H 2.1890 -4.1659 -4.6543
H 2.4743 -2.4328 -4.4595
H 0.8206 -3.0606 -4.5701
H 0.2061 -2.1391 -2.5342
H 1.9447 -2.0071 -0.3550
H 0.6157 -2.9749 -0.3928
```

=====

No. 2
Molecular formula: C36H59BFN6SbTa
Method: DFT, the ωB97M-V functional and the def2-TZVPD basis

Properties
Calculated total energy in a.u.: -2156.78963
Gap between HOMO and LUMO in Eh: 0.230
LUMO energy in eV: -10.314
Maximum force in Eh/bohr: 0.0192
Energy above the lowest of the compared OMol25 structures with the same formula, charge and spin in eV: 1.1099
Charge: +3

```
105
C36H59BFN6SbTa | the OMol25 dataset | the ωB97M-V functional and the def2-TZVPD basis
Ta -0.2466 -0.0426 0.1981
C -1.4738 -4.3266 -2.2991
C -1.8879 -3.2097 -1.4141
C -3.1678 -2.7996 -1.0686
C -3.0504 -1.7921 -0.1232
N -1.7178 -1.5102 0.0143
N -1.0070 -2.4549 -0.7283
B 0.3861 -2.9379 -0.1679
N 1.4760 -2.1320 -0.8903
N 1.7279 -0.8396 -0.4369
C 3.0290 -0.5789 -0.7427
C 3.5316 -1.6306 -1.4971
C 2.5414 -2.5956 -1.5625
C 2.5965 -3.9486 -2.1788
C 3.8996 0.5040 -0.1358
C 3.1515 1.3117 0.9182
C 4.5280 1.3719 -1.2311
C 5.0420 -0.2208 0.6103
N 0.4510 -2.5715 1.3564
N 0.2794 -1.2718 1.7530
C 0.4143 -1.1852 3.0867
C 0.6873 -2.4508 3.5724
C 0.7020 -3.3023 2.4613
C 0.9428 -4.7678 2.4171
C 0.2207 0.1719 3.6934
C 1.4742 0.6165 4.4599
C -0.0713 1.1459 2.5393
C -0.9862 0.1472 4.6453
C -4.1696 -1.3686 0.8033
C -4.3241 -2.5848 1.7504
C -5.4727 -1.1656 0.0230
C -3.8840 -0.1459 1.6615
H -2.3407 -4.7349 -2.8120
H -1.0103 -5.1269 -1.7196
H -0.7536 -3.9881 -3.0443
H -4.0828 -3.2537 -1.4100
H 0.5218 -4.1028 -0.3341
H 4.5295 -1.7249 -1.8905
H 3.5353 -4.0686 -2.7131
H 1.7795 -4.0964 -2.8848
H 2.5346 -4.7304 -1.4212
H 2.2969 1.8637 0.5218
H 3.8203 2.0470 1.3674
H 2.8146 0.6438 1.7141
H 3.7865 1.8127 -1.8925
H 5.2017 0.7767 -1.8481
H 5.1178 2.1742 -0.7856
H 4.6524 -0.8917 1.3783
H 5.6773 0.5218 1.0945
H 5.6669 -0.7984 -0.0676
H 0.8563 -2.7453 4.5946
H 1.1184 -5.1445 3.4211
H 1.8141 -5.0008 1.8040
H 0.0835 -5.2918 1.9973
H 2.3592 0.6442 3.8254
H 1.6709 -0.0706 5.2821
H 1.3199 1.6078 4.8871
H 0.7971 1.2709 1.8553
H -0.2567 2.1627 2.8915
H -1.0451 0.9049 2.0433
H -0.7971 -0.5404 5.4688
H -1.8980 -0.1746 4.1401
H -1.1511 1.1378 5.0699
H -4.5630 -3.4959 1.2034
H -5.1378 -2.3846 2.4476
H -3.4120 -2.7526 2.3288
H -5.7995 -2.0767 -0.4768
H -5.3760 -0.3750 -0.7213
H -6.2629 -0.8789 0.7167
H -2.9088 -0.2182 2.1543
H -4.6343 -0.0950 2.4505
H -3.9405 0.7776 1.0951
C 1.2638 4.6482 -0.0552
C 1.9735 3.7871 -1.0934
Sb 0.7334 2.1540 -1.7268
C -0.8227 3.3557 -2.5663
C -0.3340 4.3682 -3.5989
C 1.6184 1.2255 -3.4494
C 2.4324 2.1592 -4.3448
H 1.8987 5.4910 0.2189
H 1.0541 4.0915 0.8629
H 0.3256 5.0599 -0.4280
H 2.9266 3.4200 -0.7293
H 2.1615 4.3350 -2.0175
H -1.2981 3.8513 -1.7200
H -1.5565 2.6860 -3.0054
H 0.4623 5.0115 -3.2255
H -1.1631 5.0197 -3.8769
H 0.0111 3.8834 -4.5104
H 0.7714 0.8033 -3.9954
H 2.2203 0.3928 -3.0867
H 1.8273 2.9601 -4.7639
H 2.8440 1.5919 -5.1801
H 3.2708 2.6157 -3.8205
F -5.2416 3.2667 -1.3068
C -4.1176 2.6816 -0.9413
C -3.6724 1.5840 -1.6678
C -2.4917 0.9745 -1.2868
C -1.7849 1.4062 -0.1435
C -2.2426 2.5522 0.5187
C -3.4074 3.1922 0.1346
H -4.2391 1.2431 -2.5247
H -2.1505 0.1428 -1.9054
H -1.7013 2.9601 1.3631
H -3.7775 4.0667 0.6535
```

=====

No. 3
Molecular formula: C36H59BrN3O18P2S
Method: DFT, the ωB97M-V functional and the def2-TZVPD basis

Properties
Calculated total energy in a.u.: -6579.72517
Gap between HOMO and LUMO in Eh: 0.162
LUMO energy in eV: -5.897
Maximum force in Eh/bohr: 0.1665
Charge: +1

```
120
C36H59BrN3O18P2S | the OMol25 dataset | the ωB97M-V functional and the def2-TZVPD basis
C -3.3811 7.3170 5.5718
C -4.4626 6.4308 4.6780
C -5.7809 5.7079 5.4099
C -6.8559 4.8209 4.5279
C -6.6608 4.6338 2.8851
C -7.7827 3.7773 2.0517
C -9.2887 3.8867 2.7664
C -7.3548 2.1703 2.2328
C -5.3862 5.3285 2.1232
O -5.0947 5.2973 0.6833
C -4.8595 3.9373 0.1794
C -3.5321 3.1937 0.8831
N -2.4744 4.1304 1.2975
N -1.3402 3.6037 1.8351
P -0.0752 4.8207 2.3199
O -0.7131 6.2887 2.1165
C -1.2103 2.1299 1.9824
P 0.4886 1.5010 2.7028
O 0.8411 2.2687 4.2322
Br 2.0860 2.0516 1.1182
C -2.2630 0.9321 1.6376
C -3.6653 1.5689 0.9736
N -4.8331 0.7140 0.5383
C -4.9079 0.6284 -0.8450
S -4.9212 1.1168 -2.5074
C -4.3171 6.2111 3.0592
H -3.9832 7.7441 6.4924
H -3.0593 8.2479 4.8988
H -2.4421 6.6717 5.9138
H -5.8810 5.9011 6.5713
H -7.7795 4.3558 5.0851
H -7.8392 4.0523 0.8925
H -9.3444 3.2007 3.7377
H -9.5028 4.9833 3.1402
H -10.1425 3.5015 2.0518
H -7.5740 1.5437 1.2437
H -7.9154 1.6600 3.1303
H -6.1779 2.1658 2.4237
H -4.5415 4.0623 -0.9646
H -5.7976 3.2371 0.1706
H 0.2314 4.7542 3.7466
H 1.0897 4.7907 1.4714
H 1.8176 2.0569 4.4036
H -2.0954 -0.2252 1.7977
H -3.4065 6.7451 2.5107
C 5.5660 0.9422 0.7236
C 5.1338 1.1912 2.1587
O 6.0666 0.6166 3.0811
C 7.2161 1.3128 3.2639
O 7.5109 2.3690 2.7273
O 7.9966 0.6179 4.1299
C 9.2852 1.1943 4.3322
H 5.7332 -0.1261 0.5522
H 4.8072 1.3007 0.0230
H 6.5085 1.4506 0.4985
H 4.1701 0.7019 2.3358
H 4.9946 2.2597 2.3607
H 9.2104 2.2461 4.6265
H 9.8848 1.0891 3.4228
H 9.7800 0.6460 5.1387
C 7.2101 -2.0013 -5.6907
C 7.7244 -1.2735 -4.4602
O 6.6429 -0.8894 -3.6035
C 6.1138 -1.8816 -2.8451
O 6.4806 -3.0459 -2.8254
O 5.0858 -1.3614 -2.1279
C 4.3741 -2.3284 -1.3584
H 6.4514 -1.4011 -6.2034
H 8.0272 -2.2117 -6.3857
H 6.7353 -2.9499 -5.4219
H 8.2268 -0.3509 -4.7698
H 8.4607 -1.8731 -3.9125
H 5.0495 -2.9043 -0.7177
H 3.8137 -2.9918 -2.0242
H 3.6630 -1.7977 -0.7192
C 2.2208 -6.4653 3.1598
C 3.5652 -6.6341 2.4725
O 4.0608 -5.3755 2.0018
C 4.6004 -4.5664 2.9471
O 4.7049 -4.8196 4.1368
O 4.9824 -3.4115 2.3453
C 5.4776 -2.4276 3.2510
H 1.5152 -5.9471 2.5024
H 1.8026 -7.4368 3.4361
H 2.3115 -5.8602 4.0671
H 3.4434 -7.2759 1.5935
H 4.2974 -7.1204 3.1276
H 6.2804 -2.8295 3.8774
H 4.6584 -2.0478 3.8692
H 5.8820 -1.5982 2.6641
C -10.1177 4.2009 -6.3562
C -10.9869 2.9562 -6.2953
O -10.2045 1.7751 -6.5045
C -9.4688 1.3624 -5.4424
O -9.4264 1.8963 -4.3453
O -8.7653 0.2644 -5.8180
C -7.8685 -0.2141 -4.8177
H -9.5473 4.2263 -7.2904
H -10.7297 5.1042 -6.2881
H -9.3895 4.2175 -5.5396
H -11.7275 2.9930 -7.1012
H -11.5407 2.8942 -5.3513
H -8.3843 -0.3831 -3.8671
H -7.0445 0.4945 -4.6898
H -7.4557 -1.1674 -5.1592
C 3.3686 -9.4956 -3.8747
C 4.7130 -9.6644 -4.5620
O 5.2086 -8.4059 -5.0327
C 5.7482 -7.5967 -4.0874
O 5.8526 -7.8500 -2.8977
O 6.1302 -6.4419 -4.6892
C 6.6253 -5.4579 -3.7835
H 2.6629 -8.9775 -4.5321
H 2.9503 -10.4672 -3.5985
H 3.4593 -8.8906 -2.9674
H 4.5912 -10.3063 -5.4410
H 5.4451 -10.1508 -3.9069
H 7.4281 -5.8599 -3.1571
H 5.8061 -5.0781 -3.1653
H 7.0297 -4.6285 -4.3704
```

=====

No. 4
Molecular formula: C36H60BN5O6P3RuS2
Method: DFT, the ωB97M-V functional and the def2-TZVPD basis

Properties
Calculated total energy in a.u.: -4073.03371
Gap between HOMO and LUMO (spin up / spin down) in Eh: 0.271 / 0.221
LUMO energy (spin up / spin down) in eV: -3.018 / -4.502
Maximum force in Eh/bohr: 0.0129
2S+1: 5
Charge: +1

```
114
C36H60BN5O6P3RuS2 | the OMol25 dataset | the ωB97M-V functional and the def2-TZVPD basis
Ru 0.1249 -0.6850 -0.4313
C -2.6885 0.0026 -3.2066
C -2.4626 1.3412 -2.4944
C -3.3230 1.4163 -1.2248
C -2.9575 2.4700 -3.4092
P -0.6532 1.4875 -1.9968
C -0.6650 2.8836 -0.7931
N -0.9240 2.2575 0.4811
B -0.7859 0.8529 0.7563
N -1.5455 0.6029 1.9377
C -1.6715 -0.6536 2.6271
P -1.1604 -1.9700 1.4286
C -2.8071 -2.7309 0.9150
C -2.6484 -3.9525 0.0033
C -3.5290 -1.6211 0.1502
C -3.7007 -3.1467 2.0957
C -0.1384 -3.1683 2.4301
C 1.0275 -2.3796 3.0314
C -0.9594 -3.7888 3.5669
C 0.4529 -4.2767 1.5482
C -2.1234 1.8021 2.3632
C -2.9319 2.0741 3.4525
C -3.3735 3.3828 3.6195
C -3.0125 4.3843 2.7243
C -2.1905 4.1147 1.6344
C -1.7487 2.8143 1.4657
C 0.3574 2.1441 -3.4447
C 1.8492 2.0072 -3.1222
C 0.0795 1.3923 -4.7494
C 0.0699 3.6446 -3.6416
H -3.7596 -0.1176 -3.3889
H -2.3400 -0.8501 -2.6288
H -2.1756 -0.0392 -4.1671
H -4.3466 1.1422 -1.4913
H -3.3534 2.4263 -0.8135
H -2.9927 0.7439 -0.4391
H -4.0294 2.3185 -3.5599
H -2.4902 2.4679 -4.3909
H -2.8336 3.4551 -2.9561
H -1.4513 3.6017 -1.0370
H 0.2815 3.4251 -0.8221
H -2.7021 -0.8078 2.9442
H -1.0492 -0.6937 3.5239
H -1.9996 -3.7661 -0.8490
H -3.6432 -4.2112 -0.3683
H -2.2796 -4.8189 0.5500
H -2.9532 -1.2896 -0.7141
H -3.7420 -0.7606 0.7879
H -4.4840 -2.0024 -0.2189
H -3.3635 -4.0653 2.5675
H -4.6968 -3.3399 1.6904
H -3.8193 -2.3872 2.8672
H 0.7104 -1.6247 3.7552
H 1.6185 -1.9235 2.2439
H 1.6774 -3.0810 3.5612
H -1.5340 -3.0532 4.1354
H -0.2648 -4.2688 4.2605
H -1.6373 -4.5592 3.2052
H 1.1157 -3.8730 0.7872
H -0.3059 -4.8813 1.0599
H 1.0331 -4.9362 2.1989
H -3.2085 1.2996 4.1575
H -4.0053 3.6251 4.4637
H -3.3692 5.3934 2.8822
H -1.8996 4.9024 0.9498
H 2.1049 2.3839 -2.1294
H 2.4042 2.5991 -3.8538
H 2.1741 0.9746 -3.1855
H -0.9228 1.5633 -5.1382
H 0.2416 0.3225 -4.6395
H 0.7826 1.7677 -5.4975
H 0.3763 4.2436 -2.7830
H -0.9653 3.8710 -3.8733
H 0.6735 3.9795 -4.4882
O -0.5886 -3.3251 -3.5919
S 0.2226 -2.5557 -2.7041
O 0.1132 -1.0874 -2.8389
O -0.0242 -2.8232 -1.2617
C 1.9264 -2.9542 -3.0489
C 2.1184 -3.8222 -4.1098
C 3.3991 -4.1738 -4.5218
C 4.4964 -3.6520 -3.8672
C 4.3138 -2.7870 -2.7932
C 3.0431 -2.4301 -2.3746
S 2.9924 -1.3600 -0.9461
O 2.1960 -0.1560 -1.3068
O 4.3527 -1.0552 -0.6101
O 2.2106 -2.0412 0.0955
H 1.2520 -4.2215 -4.6174
H 3.5236 -4.8537 -5.3538
H 5.4995 -3.9131 -4.1754
H 5.1669 -2.3858 -2.2657
C 4.5518 2.1335 1.9719
N 3.4507 2.9785 1.5089
C 2.7494 3.5296 2.6671
N 2.2761 2.5135 3.6076
C 3.4117 1.6878 4.0141
N 4.1160 1.0839 2.8890
C 3.3217 0.0614 2.2252
P 1.7604 0.8088 1.5038
C 2.5505 2.2390 0.6325
C 1.2011 1.7110 3.0305
H 5.2702 2.7660 2.4942
H 5.0447 1.6782 1.1122
H 1.8993 4.1239 2.3254
H 3.4388 4.1860 3.1991
H 3.0634 0.9013 4.6863
H 4.1135 2.3213 4.5579
H 3.0520 -0.7021 2.9514
H 3.9018 -0.4090 1.4331
H 1.7677 2.9113 0.2813
H 3.0947 1.8586 -0.2350
H 0.8465 0.9897 3.7724
H 0.3672 2.3675 2.7877
```

=====

- Among the records above, which one has the highest calculated total energy?
  C36H59BFN6SbTa